{
  "formula": "C38H108N6O20",
  "method": "ωB97M-V/def2-TZVPD",
  "orbital_gap_ev": 9.5311,
  "homo_ev": -8.961,
  "total_energy_ha": -3345.65533,
  "max_force_ha_per_bohr": 0.0674,
  "relative_energy_kj_mol": 235.9,
  "total_charge": 0,
  "species": ["C", "C", "C", "O", "C", "N", "H", "H", "H", "H", "H", "H", "H", "H", "H", "H", "H", "C", "C", "C", "O", "C", "N", "H", "H", "H", "H", "H", "H", "H", "H", "H", "H", "H", "C", "C", "C", "O", "C", "N", "H", "H", "H", "H", "H", "H", "H", "H", "H", "H", "H", "C", "C", "C", "O", "C", "N", "H", "H", "H", "H", "H", "H", "H", "H", "H", "H", "H", "C", "C", "C", "O", "C", "N", "H", "H", "H", "H", "H", "H", "H", "H", "H", "H", "H", "C", "C", "C", "O", "C", "N", "H", "H", "H", "H", "H", "H", "H", "H", "H", "H", "H", "C", "C", "O", "O", "H", "H", "H", "H", "H", "H", "C", "C", "O", "O", "H", "H", "H", "H", "H", "H", "C", "C", "O", "O", "H", "H", "H", "H", "H", "H", "C", "C", "O", "O", "H", "H", "H", "H", "H", "H", "C", "C", "O", "O", "H", "H", "H", "H", "H", "H", "C", "C", "O", "O", "H", "H", "H", "H", "H", "H", "C", "C", "O", "O", "H", "H", "H", "H", "H", "H"],
  "positions_angstrom": [[-0.4160, -6.1009, -0.8847], [-0.7525, -5.6819, 0.5386], [0.5245, -5.1702, 1.2437], [1.6336, -6.0789, 1.2468], [1.4559, -7.3114, 1.9303], [-1.8388, -4.7016, 0.6125], [0.4450, -6.7722, -0.8914], [-0.1429, -5.2692, -1.4520], [-1.2217, -6.5973, -1.3872], [-1.0871, -6.6277, 1.0613], [0.2373, -4.8666, 2.2881], [0.8335, -4.2782, 0.7538], [1.1363, -7.0984, 2.9606], [2.4643, -7.7744, 1.9187], [0.6797, -7.8586, 1.3725], [-2.6273, -5.1602, 0.2025], [-1.7892, -3.9241, -0.0465], [-0.2413, -0.1689, -5.8986], [1.0683, 0.3862, -5.3700], [0.7639, 1.6716, -4.6574], [1.8739, 2.2996, -4.0060], [2.9144, 2.7349, -4.9079], [1.8045, -0.5429, -4.4993], [-0.0783, -0.9340, -6.6243], [-0.9175, 0.5458, -6.3666], [-0.8381, -0.5110, -5.0772], [1.7047, 0.6321, -6.2099], [0.0360, 1.3976, -3.8517], [0.3264, 2.4011, -5.3393], [2.4349, 3.3410, -5.7160], [3.4803, 1.8557, -5.2920], [3.4676, 3.3874, -4.2717], [1.2262, -0.7257, -3.6686], [2.7427, -0.1938, -4.2848], [2.6530, -2.0028, 0.6493], [1.2424, -1.2653, 0.6525], [1.0521, -0.1643, 1.6603], [-0.1375, 0.5145, 1.2632], [-0.5530, 1.4587, 2.3160], [0.9739, -0.7399, -0.6995], [2.8384, -2.5693, 1.6393], [3.4666, -1.2999, 0.4399], [2.5982, -2.7608, -0.2055], [0.4789, -1.9928, 0.9154], [1.9760, 0.3802, 1.6875], [0.9533, -0.6265, 2.7355], [0.0883, 2.3372, 2.3980], [-0.6881, 0.9821, 3.2750], [-1.5250, 1.8704, 1.9680], [0.2087, -0.0896, -0.5928], [1.7685, -0.1251, -0.9079], [4.6219, 2.3340, -0.0388], [5.3175, 1.4597, -1.1192], [4.4924, 1.3737, -2.4656], [5.2421, 0.8566, -3.5837], [5.7707, -0.4788, -3.3492], [6.6697, 1.9344, -1.2599], [3.5371, 2.3396, -0.0659], [4.8528, 3.4134, -0.1415], [5.0900, 2.0499, 0.9443], [5.2076, 0.4241, -0.6660], [4.0550, 2.2790, -2.8626], [3.6185, 0.7197, -2.3806], [5.7768, -1.0085, -4.2486], [5.2847, -1.1138, -2.5999], [6.8354, -0.3119, -3.0204], [7.1554, 1.9405, -0.3312], [7.2947, 1.3722, -1.8446], [0.3065, 7.0508, 2.3282], [0.1162, 5.7528, 1.5937], [1.4263, 4.9649, 1.6006], [1.4201, 3.6205, 1.0522], [1.2219, 3.5507, -0.3468], [-0.8540, 4.9493, 2.3171], [-0.6575, 7.4640, 2.6339], [0.8494, 7.7871, 1.7757], [0.8513, 6.8600, 3.2182], [-0.2346, 5.9276, 0.5614], [1.6632, 4.8071, 2.6067], [2.2448, 5.6737, 1.1366], [1.6114, 2.5557, -0.6509], [1.9187, 4.2548, -0.8405], [0.2135, 3.7528, -0.6346], [-0.9528, 4.1262, 1.7511], [-1.8356, 5.3294, 2.4736], [1.0152, -5.1146, -4.8821], [2.2505, -4.2266, -4.6201], [2.2149, -3.6494, -3.1820], [2.1338, -4.5160, -2.0993], [3.3344, -5.2034, -1.7611], [3.5407, -4.7646, -4.8927], [1.1662, -6.0649, -4.3667], [0.9526, -5.3626, -5.9929], [-0.0020, -4.7567, -4.6189], [2.1204, -3.3350, -5.2793], [1.2282, -3.0835, -3.0687], [2.9162, -2.8922, -2.9566], [3.1563, -5.7049, -0.8096], [4.1332, -4.4336, -1.7162], [3.5652, -5.9765, -2.4982], [3.7437, -5.7127, -4.6210], [3.6026, -4.8159, -5.9345], [-2.5420, -1.3434, 3.8237], [-1.8367, -2.3285, 2.9154], [-2.6762, -3.4525, 2.8190], [-3.9374, -1.2949, 3.4928], [-2.1696, -0.3031, 3.8421], [-2.3787, -1.5343, 4.8457], [-0.8479, -2.5795, 3.3655], [-1.7485, -1.9025, 1.9104], [-2.3412, -3.9952, 2.0859], [-4.1961, -2.1443, 3.1924], [-1.5482, -1.5742, -2.4492], [-2.6195, -2.1648, -3.3629], [-3.3696, -1.2035, -4.0327], [-0.9736, -2.6776, -1.7294], [-1.8973, -0.9097, -1.6622], [-0.7061, -1.0872, -2.9816], [-3.3647, -2.7354, -2.7435], [-2.1120, -2.7392, -4.0839], [-4.2819, -1.2442, -3.7694], [-0.1931, -2.2257, -1.2899], [-5.7696, -0.0860, 1.0558], [-5.7655, -1.3632, 0.1940], [-5.5717, -1.1178, -1.2430], [-4.3974, 0.4070, 1.2106], [-6.1996, -0.2820, 2.0289], [-6.4455, 0.6935, 0.6192], [-6.6984, -1.8341, 0.3497], [-4.9781, -2.0269, 0.4711], [-6.3605, -0.6852, -1.6915], [-4.0014, -0.1976, 1.8254], [-0.6894, 4.0591, 5.8635], [0.2218, 3.6673, 7.0016], [1.3518, 3.0848, 6.3134], [-0.0037, 4.8822, 4.9428], [-1.5407, 4.5966, 6.3100], [-1.0311, 3.1770, 5.3266], [-0.1982, 2.8047, 7.5189], [0.4453, 4.4612, 7.8146], [1.9003, 3.6934, 5.8441], [-0.3922, 4.8214, 3.9838], [0.4663, -0.5233, 5.4739], [0.9927, -0.3217, 6.8967], [2.3090, 0.2322, 6.8225], [1.4160, -1.3016, 4.8071], [0.2556, 0.4061, 4.9452], [-0.4771, -1.1649, 5.5203], [1.0756, -1.2897, 7.3502], [0.2821, 0.2413, 7.5468], [2.2960, 1.1993, 6.6107], [2.1826, -0.9191, 5.2061], [-6.2420, 4.4870, 0.3018], [-5.5461, 4.6684, 1.6731], [-4.2808, 4.0694, 1.6540], [-6.4697, 3.0231, 0.0392], [-5.4565, 4.8965, -0.3201], [-7.2044, 4.9947, 0.2318], [-6.1665, 4.3186, 2.5399], [-5.2872, 5.7261, 1.9638], [-4.4103, 3.0901, 1.7614], [-5.6290, 2.7134, -0.4367], [-3.0870, 2.2613, -1.9674], [-3.0966, 3.7475, -1.8419], [-2.6044, 4.2792, -0.5783], [-4.2595, 1.7953, -1.2249], [-2.1939, 1.8514, -1.5769], [-3.2304, 1.9972, -3.0832], [-4.0516, 4.2060, -2.1229], [-2.4411, 4.2048, -2.5647], [-3.1436, 4.1177, 0.2464], [-4.0357, 1.0684, -0.6650]],
  "lowdin_charge": [-0.05, -0.39, -0.17, -0.22, -0.09, 0.06, 0.08, 0.04, 0.07, 0.15, 0.14, 0.09, 0.09, 0.10, 0.08, 0.09, 0.08, -0.04, -0.44, -0.21, -0.22, -0.09, 0.09, 0.07, 0.09, 0.04, 0.13, 0.13, 0.12, 0.10, 0.10, 0.07, 0.05, 0.06, -0.02, -0.41, -0.20, -0.19, -0.05, 0.06, 0.11, 0.05, 0.08, 0.10, 0.12, 0.14, 0.07, 0.04, 0.10, 0.06, 0.08, -0.06, -0.43, -0.17, -0.20, -0.08, 0.03, 0.03, 0.08, 0.09, 0.12, 0.08, 0.10, 0.06, 0.08, 0.09, 0.10, 0.06, -0.05, -0.43, -0.16, -0.21, -0.10, 0.04, 0.09, 0.07, 0.06, 0.14, 0.10, 0.17, 0.08, 0.10, 0.07, 0.05, 0.13, -0.06, -0.44, -0.24, -0.22, -0.08, 0.03, 0.07, 0.09, 0.07, 0.13, 0.12, 0.09, 0.08, 0.10, 0.07, 0.06, 0.09, -0.21, -0.24, -0.09, -0.06, 0.11, 0.08, 0.13, 0.11, 0.01, 0.05, -0.22, -0.24, -0.06, -0.13, 0.11, 0.09, 0.14, 0.10, 0.07, 0.05, -0.18, -0.19, -0.11, -0.09, 0.11, 0.12, 0.10, 0.11, 0.12, 0.03, -0.28, -0.20, -0.10, -0.13, 0.11, 0.11, 0.10, 0.15, 0.07, 0.06, -0.26, -0.22, -0.08, -0.07, 0.09, 0.12, 0.11, 0.12, 0.09, 0.06, -0.16, -0.25, -0.11, -0.12, 0.09, 0.11, 0.13, 0.13, 0.11, 0.06, -0.18, -0.23, -0.11, -0.09, 0.10, 0.15, 0.12, 0.11, 0.05, 0.03]
}